[1]
{"formula": "C35H61BN6PtS3SeSi2Te", "method": "ωB97M-V/def2-TZVPD", "species": ["Pt", "C", "C", "C", "C", "N", "N", "B", "N", "N", "C", "C", "C", "C", "C", "S", "C", "C", "C", "C", "N", "N", "C", "C", "C", "C", "C", "S", "C", "C", "C", "C", "C", "S", "C", "C", "C", "C", "H", "H", "H", "H", "H", "H", "H", "H", "H", "H", "H", "H", "H", "H", "H", "H", "H", "H", "H", "H", "H", "H", "H", "H", "H", "H", "H", "H", "H", "H", "H", "H", "H", "H", "H", "H", "H", "H", "H", "C", "Si", "C", "C", "C", "Te", "C", "Si", "C", "C", "C", "H", "H", "H", "H", "H", "H", "H", "H", "H", "H", "H", "H", "H", "H", "H", "H", "H", "H", "H", "H", "H", "H", "Se"], "coordinates": [[0.975, 1.176, 0.407], [2.404, -3.619, -1.114], [1.026, -3.154, -0.776], [-0.046, -3.995, -0.694], [-1.325, -3.509, -0.332], [-1.508, -2.238, -0.086], [-0.467, -1.407, -0.183], [-0.801, 0.042, 0.226], [-1.602, 0.892, -0.795], [-2.282, 0.251, -1.740], [-3.080, 0.951, -2.512], [-3.205, 2.348, -2.338], [-2.524, 3.007, -1.351], [-2.631, 4.477, -1.116], [-1.668, 2.216, -0.553], [-0.686, 2.878, 0.723], [-3.885, 0.165, -3.536], [-5.042, -0.503, -2.774], [-4.460, 1.071, -4.624], [-2.998, -0.902, -4.185], [-1.654, 0.021, 1.532], [-2.974, 0.022, 1.438], [-3.666, -0.020, 2.553], [-3.011, -0.098, 3.804], [-1.644, -0.099, 3.895], [-0.886, -0.146, 5.179], [-0.965, 0.005, 2.665], [0.742, 0.161, 2.450], [-5.177, 0.061, 2.382], [-5.906, -0.007, 3.723], [-5.497, 1.396, 1.693], [-5.635, -1.101, 1.491], [0.780, -1.788, -0.477], [2.080, -0.647, -0.492], [-2.555, -4.396, -0.184], [-2.220, -5.873, -0.385], [-3.134, -4.189, 1.222], [-3.582, -3.957, -1.234], [2.407, -4.687, -1.318], [3.087, -3.412, -0.288], [2.788, -3.096, -1.991], [0.092, -5.052, -0.871], [-3.851, 2.908, -2.999], [-3.298, 4.936, -1.841], [-1.648, 4.946, -1.186], [-3.010, 4.681, -0.113], [-5.747, 0.241, -2.397], [-4.669, -1.080, -1.928], [-5.585, -1.175, -3.440], [-5.179, 1.790, -4.228], [-4.993, 0.458, -5.351], [-3.678, 1.611, -5.161], [-2.534, -1.543, -3.437], [-2.211, -0.446, -4.788], [-3.606, -1.525, -4.842], [-3.602, -0.134, 4.709], [-1.560, -0.245, 6.027], [-0.296, 0.765, 5.302], [-0.192, -0.989, 5.189], [-5.656, 0.836, 4.371], [-5.700, -0.936, 4.257], [-6.981, 0.032, 3.545], [-5.190, 2.245, 2.308], [-6.572, 1.473, 1.526], [-4.993, 1.464, 0.728], [-5.405, -2.065, 1.947], [-5.155, -1.057, 0.512], [-6.715, -1.046, 1.349], [-1.508, -6.238, 0.358], [-1.826, -6.076, -1.382], [-3.132, -6.459, -0.276], [-2.428, -4.511, 1.990], [-4.044, -4.779, 1.333], [-3.379, -3.139, 1.389], [-3.204, -4.106, -2.248], [-3.829, -2.903, -1.109], [-4.494, -4.544, -1.125], [5.158, -0.522, 2.823], [5.972, 1.165, 2.839], [7.573, 1.132, 1.872], [6.195, 1.814, 4.569], [4.770, 2.344, 1.939], [4.470, 1.773, -0.072], [5.903, 3.060, -0.946], [6.401, 2.517, -2.710], [7.481, 3.858, -3.414], [4.837, 2.276, -3.707], [7.315, 0.897, -2.513], [5.789, -1.258, 3.325], [4.983, -0.888, 1.808], [4.198, -0.506, 3.344], [8.310, 0.506, 2.379], [8.011, 2.127, 1.771], [7.444, 0.712, 0.869], [6.931, 1.216, 5.110], [5.261, 1.778, 5.132], [6.548, 2.847, 4.568], [5.102, 3.383, 1.905], [3.778, 2.315, 2.397], [6.760, 3.022, -0.270], [5.463, 4.058, -0.896], [6.931, 4.794, -3.529], [7.846, 3.567, -4.401], [8.351, 4.053, -2.786], [4.208, 3.168, -3.704], [4.231, 1.439, -3.346], [5.092, 2.057, -4.746], [8.209, 1.007, -1.895], [7.639, 0.523, -3.487], [6.688, 0.120, -2.068], [2.360, 3.008, -0.583]], "forces_ev_per_angstrom": [[-0.21, 0.15, 0.44], [0.02, -0.01, -0.02], [-0.12, -0.04, -0.02], [0.04, 0.04, 0.04], [0.02, -0.01, 0.05], [-0.03, -0.06, -0.02], [0.09, 0.03, 0.02], [-0.28, 0.19, -0.24], [0.06, 0.18, -0.02], [0.02, 0.04, -0.02], [0.08, -0.02, -0.01], [-0.04, 0.03, 0.07], [-0.03, -0.08, -0.02], [-0.01, 0.03, -0.01], [0.07, -0.24, 0.06], [0.08, -0.04, -0.10], [-0.02, -0.02, 0.01], [-0.01, 0.02, 0.01], [0.01, 0.00, -0.04], [-0.02, -0.05, 0.01], [0.11, 0.04, 0.10], [0.00, 0.01, -0.02], [-0.01, 0.03, 0.00], [0.03, -0.02, 0.03], [-0.05, -0.02, -0.06], [0.01, -0.01, 0.03], [-0.07, -0.01, -0.23], [0.06, -0.11, 0.22], [-0.01, -0.01, -0.01], [0.01, -0.01, 0.01], [-0.04, -0.01, -0.02], [-0.01, 0.01, -0.01], [0.01, 0.15, -0.07], [0.12, -0.09, 0.15], [0.00, 0.01, -0.03], [-0.01, -0.01, 0.01], [-0.01, 0.03, 0.02], [-0.02, 0.00, -0.01], [0.01, 0.00, 0.01], [0.01, -0.01, 0.00], [-0.01, 0.01, 0.00], [0.00, 0.00, -0.05], [-0.01, 0.02, 0.01], [0.00, 0.01, 0.01], [-0.01, 0.01, -0.01], [0.00, -0.01, 0.01], [0.01, 0.01, 0.02], [0.02, -0.03, -0.01], [-0.01, 0.01, 0.00], [-0.01, 0.00, -0.01], [0.00, -0.01, 0.00], [0.01, 0.01, 0.01], [-0.01, -0.02, 0.01], [0.02, 0.01, 0.02], [0.00, 0.02, -0.02], [0.00, -0.02, 0.02], [0.01, 0.01, 0.01], [0.00, 0.00, 0.01], [0.00, 0.00, -0.01], [0.02, 0.00, 0.00], [0.00, -0.01, -0.01], [0.00, 0.01, 0.00], [0.01, 0.00, 0.00], [0.00, 0.00, 0.01], [-0.01, -0.01, 0.00], [-0.01, 0.00, 0.02], [0.02, 0.00, 0.01], [0.00, 0.01, -0.01], [0.01, 0.01, 0.00], [-0.01, 0.01, -0.01], [0.00, 0.00, 0.01], [0.01, 0.00, 0.00], [0.00, -0.01, 0.00], [0.01, -0.03, -0.01], [0.01, 0.00, 0.00], [-0.01, 0.02, 0.02], [0.00, 0.00, -0.01], [0.02, 0.05, -0.01], [0.04, -0.05, 0.05], [-0.05, 0.00, 0.00], [0.01, 0.00, -0.06], [-0.07, 0.05, -0.02], [0.18, -0.02, -0.20], [-0.11, 0.05, -0.01], [0.03, -0.04, -0.05], [-0.04, -0.02, 0.01], [0.03, 0.00, 0.03], [-0.04, 0.03, -0.01], [0.01, 0.01, 0.01], [0.00, 0.00, -0.01], [-0.01, 0.02, 0.01], [-0.01, -0.01, 0.01], [0.00, 0.01, 0.01], [-0.01, 0.00, -0.01], [0.00, -0.02, 0.00], [-0.01, 0.00, -0.01], [0.01, 0.00, -0.01], [0.00, 0.00, 0.05], [0.00, 0.00, 0.00], [0.00, 0.00, 0.03], [0.04, 0.02, -0.02], [0.00, 0.00, 0.00], [0.00, 0.00, -0.01], [0.00, -0.01, 0.02], [0.01, 0.02, 0.00], [0.00, 0.00, 0.02], [0.01, -0.01, 0.00], [0.00, 0.02, 0.01], [0.00, 0.00, -0.01], [-0.01, 0.00, 0.01], [0.05, -0.24, -0.12]], "e_homo_ev": -13.2, "charge": 2, "e_lumo_ev": -6.350, "de_lowest_kcal_mol": 7.13}

=====

[2]
{"formula": "C35H61BN8O2PS5W", "method": "ωB97M-V/def2-TZVPD", "species": ["W", "C", "C", "C", "C", "N", "N", "B", "N", "N", "C", "C", "C", "C", "C", "S", "C", "C", "C", "C", "N", "N", "C", "C", "C", "C", "C", "S", "C", "C", "C", "C", "C", "S", "C", "C", "C", "C", "H", "H", "H", "H", "H", "H", "H", "H", "H", "H", "H", "H", "H", "H", "H", "H", "H", "H", "H", "H", "H", "H", "H", "H", "H", "H", "H", "H", "H", "H", "H", "H", "H", "H", "H", "H", "H", "H", "H", "C", "C", "O", "P", "S", "S", "O", "C", "C", "H", "H", "H", "H", "H", "H", "H", "H", "H", "H", "N", "C", "C", "C", "C", "N", "H", "H", "H", "H", "H", "H", "H", "H", "H", "H", "H", "H"], "coordinates": [[-0.877, -0.541, -0.301], [3.095, 2.869, -1.938], [2.398, 2.903, -0.619], [2.841, 3.619, 0.453], [2.144, 3.585, 1.687], [1.034, 2.906, 1.807], [0.595, 2.214, 0.755], [-0.805, 1.483, 0.886], [-1.825, 2.599, 0.483], [-1.676, 3.763, 1.116], [-2.417, 4.781, 0.759], [-3.399, 4.636, -0.248], [-3.538, 3.456, -0.919], [-4.516, 3.249, -2.030], [-2.657, 2.411, -0.536], [-2.585, 0.921, -1.375], [-2.085, 6.102, 1.447], [-2.154, 5.923, 2.967], [-3.045, 7.211, 1.020], [-0.653, 6.482, 1.043], [-0.948, 1.173, 2.416], [-1.818, 1.810, 3.200], [-1.723, 1.617, 4.492], [-0.690, 0.807, 5.033], [0.167, 0.119, 4.223], [1.247, -0.789, 4.708], [-0.045, 0.291, 2.834], [0.773, -0.567, 1.582], [-2.731, 2.306, 5.395], [-3.326, 1.287, 6.376], [-3.861, 2.925, 4.573], [-1.988, 3.402, 6.175], [1.223, 2.130, -0.406], [0.607, 1.054, -1.597], [2.676, 4.289, 2.922], [2.980, 5.757, 2.604], [3.972, 3.574, 3.338], [1.667, 4.222, 4.067], [3.958, 3.531, -1.939], [2.419, 3.170, -2.740], [3.426, 1.854, -2.164], [3.749, 4.201, 0.365], [-4.030, 5.474, -0.508], [-5.120, 4.139, -2.184], [-5.177, 2.408, -1.812], [-3.992, 3.013, -2.958], [-3.180, 5.757, 3.301], [-1.787, 6.826, 3.456], [-1.540, 5.078, 3.282], [-4.083, 6.972, 1.261], [-2.973, 7.421, -0.049], [-2.795, 8.129, 1.550], [0.049, 5.714, 1.374], [-0.383, 7.431, 1.507], [-0.561, 6.597, -0.039], [-0.602, 0.711, 6.107], [1.278, -0.816, 5.795], [2.218, -0.458, 4.335], [1.088, -1.801, 4.330], [-3.806, 0.461, 5.846], [-4.082, 1.774, 6.991], [-2.577, 0.872, 7.051], [-4.416, 2.162, 4.025], [-3.485, 3.649, 3.853], [-4.555, 3.429, 5.247], [-1.168, 2.992, 6.768], [-2.676, 3.898, 6.859], [-1.576, 4.153, 5.498], [3.736, 5.868, 1.825], [3.367, 6.246, 3.498], [2.082, 6.292, 2.290], [4.727, 3.614, 2.551], [3.779, 2.525, 3.574], [4.390, 4.051, 4.225], [0.725, 4.699, 3.794], [2.078, 4.740, 4.934], [1.449, 3.191, 4.352], [3.789, -3.836, 2.105], [3.076, -4.058, 0.799], [1.660, -3.743, 1.012], [0.695, -3.474, -0.185], [-1.122, -3.028, 0.515], [1.162, -1.833, -1.263], [0.789, -4.810, -1.007], [0.099, -5.044, -2.266], [0.641, -6.316, -2.862], [4.845, -4.080, 1.987], [3.374, -4.475, 2.883], [3.707, -2.795, 2.415], [3.131, -5.093, 0.465], [3.458, -3.404, 0.013], [0.278, -4.185, -2.918], [-0.966, -5.124, -2.043], [1.705, -6.223, -3.071], [0.123, -6.525, -3.798], [0.484, -7.155, -2.186], [-1.827, -1.561, -2.158], [-2.947, -2.555, -2.207], [-4.266, -2.101, -1.614], [-4.442, -2.185, -0.087], [-4.135, -0.955, 0.748], [-2.699, -0.701, 1.109], [-2.021, -0.850, -2.862], [-0.998, -2.038, -2.514], [-2.609, -3.450, -1.691], [-3.089, -2.810, -3.258], [-5.015, -2.771, -2.041], [-4.521, -1.100, -1.975], [-3.930, -3.067, 0.305], [-5.504, -2.366, 0.095], [-4.672, -1.042, 1.695], [-4.503, -0.064, 0.243], [-2.425, -1.403, 1.797], [-2.726, 0.167, 1.637]], "forces_ev_per_angstrom": [[-0.08, -0.16, -0.12], [0.02, -0.01, 0.00], [-0.01, 0.01, 0.05], [0.00, -0.03, -0.07], [-0.04, -0.04, 0.04], [0.02, 0.01, 0.03], [-0.06, -0.08, 0.07], [0.13, 0.19, 0.09], [-0.11, 0.03, -0.11], [-0.02, 0.04, -0.01], [0.15, -0.05, 0.09], [-0.07, 0.01, -0.05], [0.06, 0.00, 0.00], [-0.02, 0.02, -0.01], [0.05, 0.03, 0.06], [-0.15, 0.07, 0.01], [-0.12, 0.05, -0.04], [0.04, -0.01, -0.02], [0.00, 0.01, -0.01], [-0.03, -0.05, 0.00], [0.06, -0.01, -0.04], [0.00, 0.00, 0.01], [-0.03, 0.01, 0.01], [0.03, -0.02, 0.01], [0.00, 0.02, -0.07], [0.00, -0.01, 0.04], [-0.05, 0.06, -0.05], [0.06, -0.10, 0.24], [0.02, 0.00, -0.02], [0.03, -0.04, -0.01], [-0.01, 0.00, 0.02], [-0.01, 0.01, -0.03], [0.08, 0.03, -0.12], [-0.10, -0.04, -0.01], [0.03, -0.03, 0.02], [0.00, 0.04, 0.00], [-0.01, 0.00, -0.02], [0.00, 0.01, 0.01], [0.00, 0.00, 0.00], [0.00, 0.00, 0.00], [0.00, 0.00, -0.01], [0.00, 0.02, 0.01], [0.00, -0.01, 0.00], [0.00, 0.00, 0.00], [0.00, 0.00, 0.00], [0.00, 0.00, 0.00], [0.00, 0.00, -0.01], [0.00, 0.00, 0.00], [-0.01, 0.01, 0.01], [0.00, -0.02, 0.00], [-0.01, 0.03, 0.01], [0.02, 0.00, -0.01], [0.00, 0.01, -0.01], [0.01, 0.00, 0.01], [0.00, -0.01, 0.00], [0.00, 0.01, 0.00], [0.00, 0.00, 0.00], [0.00, 0.01, 0.00], [0.00, 0.00, 0.00], [-0.01, 0.01, 0.00], [0.00, 0.01, 0.00], [-0.01, 0.00, 0.01], [0.00, -0.01, 0.02], [0.01, -0.02, 0.02], [0.00, 0.00, -0.01], [0.00, -0.01, 0.01], [0.00, 0.00, 0.00], [0.00, 0.00, 0.00], [0.00, -0.01, -0.01], [0.00, 0.01, 0.00], [0.02, -0.01, 0.01], [0.00, 0.00, 0.01], [0.00, 0.00, 0.00], [-0.01, 0.00, 0.00], [0.00, 0.00, 0.00], [0.00, 0.00, 0.00], [0.00, -0.01, 0.00], [-0.01, 0.00, 0.00], [0.01, -0.01, -0.01], [-0.02, 0.01, -0.02], [-0.07, 0.00, -0.01], [0.03, -0.05, -0.07], [0.01, 0.01, 0.06], [0.03, 0.07, 0.01], [0.01, 0.01, 0.06], [0.00, -0.01, -0.02], [0.00, 0.00, 0.00], [0.00, 0.00, 0.00], [0.00, 0.00, 0.00], [0.00, 0.00, 0.00], [0.00, 0.00, 0.00], [0.00, 0.00, -0.01], [-0.01, 0.01, -0.02], [0.00, 0.00, 0.00], [0.00, 0.00, 0.00], [0.00, 0.00, 0.00], [0.11, 0.01, -0.08], [0.09, -0.02, 0.04], [-0.14, 0.12, 0.06], [0.05, -0.05, -0.11], [0.01, -0.03, 0.03], [0.06, -0.02, 0.01], [-0.04, -0.02, -0.01], [0.00, -0.02, 0.03], [0.04, -0.01, -0.02], [-0.05, -0.01, 0.01], [0.02, 0.02, -0.05], [-0.03, -0.03, 0.02], [0.01, 0.01, 0.03], [0.01, -0.04, -0.02], [0.00, 0.03, 0.01], [0.02, 0.00, 0.00], [-0.02, 0.00, 0.01], [0.02, 0.01, 0.01]], "e_homo_ev": [-12.9, -13.0], "multiplicity": 2, "s2": 0.760, "charge": 2, "e_lumo_ev": [-5.245, -5.798], "de_lowest_kcal_mol": 4.32}

=====

Number 1: M 1130.74 g/mol. Number 2: M 1011.89 g/mol.